--- A ---
C27H29BCl54FNO5S | wB97M-V/def2-TZVPD

The calculation puts the gap between HOMO and LUMO at 7.3 eV. The LUMO energy comes out at -0.051 Ha.

Element x y z (Å)
Cl (-5.031, -5.036, -1.521)
Cl (-2.732, 2.369, 5.026)
Cl (-9.078, -1.493, 2.858)
Cl (-10.888, -6.359, 1.738)
Cl (-10.528, -3.514, -0.307)
Cl (5.368, -1.536, 3.445)
Cl (3.015, 1.752, -7.364)
Cl (10.708, 0.135, 5.832)
Cl (1.489, 9.827, 3.570)
Cl (6.312, -3.318, -15.527)
Cl (4.511, -0.486, -8.475)
Cl (10.322, 7.198, -5.039)
Cl (1.063, 6.975, 3.165)
Cl (-2.515, 6.209, 4.824)
Cl (-10.972, -8.394, 4.968)
Cl (-10.613, -11.282, 5.087)
Cl (10.956, 4.439, -4.354)
Cl (3.901, 4.098, -5.259)
Cl (1.180, 1.403, -1.834)
Cl (7.150, -3.839, 3.466)
Cl (4.507, -5.435, -14.667)
Cl (-5.303, 1.139, 4.424)
Cl (4.264, 2.004, -12.363)
Cl (-10.804, -2.355, -2.965)
Cl (8.506, 2.004, 5.457)
Cl (10.789, 6.458, -2.261)
Cl (-10.574, 0.745, 3.970)
Cl (10.742, 1.734, -12.997)
Cl (-6.490, -7.513, -1.052)
Cl (10.275, 2.475, -15.775)
Cl (-1.139, 8.844, 2.790)
Cl (3.697, 2.699, -1.149)
Cl (2.060, 1.501, 0.941)
Cl (5.683, 1.794, -5.238)
Cl (6.641, 4.385, -4.314)
Cl (4.139, -0.797, -13.151)
Cl (-2.239, 5.051, 7.482)
Cl (-4.825, 4.018, 11.669)
Cl (11.135, 2.988, 6.238)
Cl (-5.101, 5.177, 9.011)
Cl (-8.863, -4.281, 2.004)
Cl (1.748, -0.038, -9.281)
Cl (8.108, -1.248, 4.389)
Cl (4.231, -4.277, -17.325)
Cl (10.909, -0.284, -15.090)
Cl (-3.019, 6.136, 10.809)
Cl (-5.178, 3.940, 5.212)
Cl (-8.632, -9.518, 6.289)
Cl (-11.841, -1.045, 2.053)
Cl (-8.232, -7.031, 2.727)
Cl (6.710, 0.433, -12.549)
Cl (-0.434, 7.168, 6.622)
Cl (-8.723, -1.396, -1.167)
Cl (-3.656, -7.596, -1.719)
S (-1.468, -3.509, 1.203)
F (-2.938, -4.095, 0.515)
O (-1.971, -1.013, 1.217)
O (-0.808, -4.548, 2.191)
O (-1.448, 1.268, 0.635)
O (-0.460, -3.380, -0.003)
O (-3.985, -2.841, 3.019)
N (-1.630, -1.995, 2.069)
C (5.242, 3.302, -4.419)
C (10.098, 1.199, -14.558)
C (2.916, 0.084, -7.954)
C (-9.158, -5.989, 1.634)
C (-2.081, 6.525, 6.513)
C (2.120, 1.757, 3.792)
C (2.990, -0.785, 2.665)
C (-1.064, 0.143, 1.299)
C (0.664, 1.553, 3.004)
C (0.387, 0.201, 2.060)
C (-4.930, -6.688, -0.888)
C (6.709, -2.331, 4.285)
C (2.580, 1.383, -0.748)
C (-1.119, -1.328, 5.171)
C (-10.673, -0.923, 3.379)
C (10.145, 5.922, -3.822)
C (-4.459, 2.335, 5.423)
C (4.665, -3.961, -15.636)
C (-4.667, 5.493, 10.700)
C (3.233, 0.566, 3.569)
C (-2.550, -1.029, 4.428)
C (1.552, -0.974, 1.891)
C (0.610, 8.604, 2.637)
C (10.255, 1.765, 5.305)
C (4.983, 0.399, -12.152)
C (-9.792, -9.716, 4.965)
C (-10.371, -2.039, -1.276)
B (-2.749, -2.037, 3.104)
H (-0.182, 2.382, 3.113)
H (3.833, -1.613, 2.518)
H (2.330, 2.703, 4.455)
H (-4.565, 2.044, 6.471)
H (4.304, 0.675, 4.081)
H (-1.334, -1.291, 6.341)
H (-4.725, -2.155, 2.860)
H (-9.245, -9.687, 4.020)
H (4.918, 3.060, -3.403)
H (-0.340, -0.455, 4.946)
H (3.105, 0.434, -0.881)
H (-4.678, -6.635, 0.174)
H (1.399, -1.951, 1.231)
H (3.975, -3.212, -15.238)
H (2.574, -0.552, -7.134)
H (10.527, 1.874, 4.252)
H (-0.671, -2.388, 4.929)
H (-5.356, 6.242, 11.098)
H (-11.015, -1.559, 4.199)
H (0.882, 8.713, 1.584)
H (-11.060, -1.290, -0.878)
H (-2.770, 7.274, 6.911)
H (-3.494, -1.098, 5.116)
H (-8.826, -6.181, 0.610)
H (6.385, -2.573, 5.300)
H (9.080, 5.708, -3.701)
H (-2.503, 0.091, 4.024)
H (9.034, 0.984, -14.437)
H (4.877, 0.109, -11.104)

=====

--- B ---
C27H29BCl54FNO5S | wB97M-V/def2-TZVPD

The calculation puts the gap between HOMO and LUMO at 8.2 eV. The LUMO energy comes out at -0.031 Ha.

Element x y z (Å)
Cl (0.627, -5.866, -7.115)
Cl (11.449, 4.513, 2.701)
Cl (1.868, -8.585, -4.106)
Cl (-1.727, -2.054, -0.372)
Cl (7.477, 4.140, -1.973)
Cl (4.205, -7.837, -2.544)
Cl (4.660, 4.948, 2.302)
Cl (-11.467, 12.672, -0.503)
Cl (-10.171, 15.239, -0.945)
Cl (10.822, -0.640, -2.666)
Cl (-8.957, 10.208, -2.587)
Cl (-11.684, -4.197, -3.064)
Cl (-15.241, 6.972, -2.660)
Cl (-5.368, 7.333, -2.670)
Cl (-8.460, -0.294, -3.278)
Cl (9.382, 2.770, 1.628)
Cl (-2.062, 0.591, -1.533)
Cl (4.109, -4.440, -1.181)
Cl (-11.221, 8.383, -2.643)
Cl (3.157, -6.015, -4.555)
Cl (6.378, -2.614, -1.141)
Cl (-5.063, -5.500, 5.300)
Cl (-5.589, -8.036, 2.997)
Cl (9.812, 4.884, -0.407)
Cl (11.507, 2.145, -2.181)
Cl (6.098, -10.894, -2.635)
Cl (7.377, -8.317, -3.080)
Cl (9.428, 0.861, -0.600)
Cl (-12.520, -2.042, -4.830)
Cl (6.099, -4.544, -3.297)
Cl (9.581, 3.193, 4.498)
Cl (-6.017, 4.543, -3.177)
Cl (-16.069, 9.128, -4.429)
Cl (-7.795, -9.898, 3.348)
Cl (-7.443, 6.015, -1.114)
Cl (8.785, 6.696, -2.440)
Cl (13.401, 3.788, 8.280)
Cl (-7.051, -8.106, 5.515)
Cl (13.181, 2.711, 5.587)
Cl (-12.358, -1.591, -1.961)
Cl (3.775, 5.837, 4.926)
Cl (-4.114, -3.248, 6.878)
Cl (11.805, 1.405, 7.793)
Cl (-9.151, 13.426, 1.088)
Cl (-9.207, 8.266, -4.738)
Cl (-0.860, -6.025, -4.619)
Cl (-7.552, 1.919, -1.623)
Cl (-1.576, -7.748, -6.851)
Cl (-4.251, -1.326, -1.636)
Cl (-2.951, -3.784, 4.264)
Cl (6.573, 6.088, 4.171)
Cl (8.434, -10.139, -1.074)
Cl (-6.340, 1.457, -4.228)
Cl (-15.907, 9.582, -1.560)
S (2.356, 0.929, 3.053)
F (3.458, 2.181, 2.860)
O (5.222, -0.117, 2.297)
O (1.368, -0.678, -1.248)
O (2.413, -0.006, 0.681)
O (2.357, 0.372, 4.466)
O (0.988, 1.549, 2.836)
N (2.622, -0.403, 1.978)
C (5.822, -4.237, -1.578)
C (0.524, -1.916, 0.667)
C (-9.928, 13.544, -0.497)
C (10.967, 0.630, -1.443)
C (-5.895, 5.806, -1.946)
C (-11.657, -2.450, -3.340)
C (-3.661, -4.506, 5.719)
C (-0.331, -1.622, 1.952)
C (-0.956, -6.158, -6.381)
C (-2.868, -0.740, -0.692)
C (3.407, -7.712, -4.118)
C (-9.505, 8.583, -3.024)
C (4.253, -2.503, 1.651)
C (-7.070, 0.696, -2.807)
C (-1.325, -4.097, 1.755)
C (7.634, -10.014, -2.647)
C (1.473, -0.845, -0.001)
C (-7.165, -8.297, 3.758)
C (3.341, -3.422, 2.612)
C (9.791, 3.927, 2.902)
C (-0.487, -4.448, 0.494)
C (-15.208, 8.719, -2.938)
C (0.456, -3.316, -0.054)
C (-1.263, -2.733, 2.503)
C (12.348, 2.953, 7.129)
C (5.103, 5.117, 4.006)
C (9.022, 5.002, -1.986)
B (4.057, -0.913, 2.015)
H (9.115, 4.777, 2.824)
H (-5.151, 5.500, -1.213)
H (11.713, 0.320, -0.713)
H (-9.272, 13.086, -1.235)
H (-2.913, -5.146, 6.183)
H (2.434, -3.840, 2.033)
H (-7.858, -7.549, 3.377)
H (-0.551, -5.462, -0.019)
H (-1.919, -2.499, 3.440)
H (5.700, -0.054, 1.429)
H (-2.052, -4.882, 2.175)
H (-8.938, 7.861, -2.439)
H (5.300, 4.126, 4.409)
H (-6.327, 0.047, -2.347)
H (-0.300, -0.615, 2.507)
H (11.473, 3.576, 6.951)
H (5.364, -2.758, 1.648)
H (-14.171, 9.030, -3.046)
H (1.097, -3.510, -0.988)
H (4.054, -8.166, -4.867)
H (-3.239, -0.368, 0.262)
H (8.280, -10.465, -3.397)
H (9.668, 4.536, -2.727)
H (-10.620, -2.136, -3.449)
H (3.023, -2.902, 3.580)
H (3.987, -4.333, 2.906)
H (3.871, -2.664, 0.569)
H (-1.648, -5.401, -6.745)
H (6.395, -4.962, -1.003)

=====

Which is the most stable structure? B is the most stable.